Entry from OMol25: one molecule with the formula C5H11N3O (wB97M-V/def2-TZVPD).

Summary:
energy above the lowest of the compared OMol25 structures with the same formula, charge and spin	27.4	kcal/mol
E	-11880.584	eV
Kohn-Sham gap	9.60	eV
SMILES	CC(C)=CN(N)C(N)=O

Positions of all 20 atoms, in Å:
1 H 2.380 2.263 -0.645
2 C 0.562 -0.402 -0.513
3 H -0.405 2.225 0.920
4 H 1.251 2.096 1.483
5 H 0.941 -0.811 -1.444
6 N 0.379 -2.645 0.028
7 H -1.699 0.247 1.353
8 C 0.817 0.865 -0.200
9 C 1.570 1.744 -1.156
10 O -2.127 -2.071 -0.744
11 H 0.114 0.786 1.815
12 C 0.407 1.532 1.075
13 H 0.896 2.503 -1.561
14 H 1.980 1.167 -1.981
15 N -2.213 -0.361 0.742
16 H -3.189 -0.202 0.571
17 C -1.576 -1.307 0.012
18 H -0.026 -3.039 -0.826
19 H 0.102 -3.241 0.803
20 N -0.165 -1.350 0.268

Quick look at the Mulliken charges, all values in e: H 0.34; C -0.68; H 0.31; H 0.44; H 0.20; N -0.74; H 0.17; C 1.25; C -1.32; O -0.62; H 0.38; C -1.57; H 0.29; H 0.36; N -0.26; H 0.23; C 0.47; H 0.26; H 0.27; N 0.20



Entry from OMol25: one molecule with the formula C5H11N3O (wB97M-V/def2-TZVPD).

Summary:
energy above the lowest of the compared OMol25 structures with the same formula, charge and spin	27.0	kcal/mol
E	-11880.599	eV
Kohn-Sham gap	9.18	eV
SMILES	C=C(C)N(C)NC(N)=O

Positions of all 20 atoms, in Å:
1 C -2.069 -0.169 -0.431
2 C 1.782 -0.497 -0.736
3 H -2.853 0.203 -1.100
4 H -0.040 -1.912 1.138
5 H 1.819 -0.910 -1.750
6 C 0.432 -0.183 2.169
7 H -2.252 -1.239 -0.282
8 N 0.228 -0.940 1.044
9 H 2.399 -1.145 -0.102
10 H 0.510 1.463 1.037
11 O 0.301 -0.622 3.304
12 H -2.186 0.347 0.527
13 C -0.680 0.053 -0.993
14 C -0.563 0.698 -2.167
15 N 0.801 1.102 1.936
16 N 0.401 -0.427 -0.253
17 H -1.433 1.056 -2.707
18 H 2.232 0.501 -0.743
19 H 0.400 0.900 -2.622
20 H 0.769 1.720 2.732

Quick look at the Mulliken charges, all values in e: C -1.13; C -1.05; H 0.38; H 0.19; H 0.41; C 0.53; H 0.28; N -0.11; H 0.30; H 0.19; O -0.67; H 0.26; C 1.00; C -1.23; N -0.38; N -0.09; H 0.26; H 0.31; H 0.29; H 0.28



Entry from OMol25: one molecule with the formula C5H11N3O2 (wB97M-V/def2-TZVPD).

Summary:
energy above the lowest of the compared OMol25 structures with the same formula, charge and spin	33.1	kcal/mol
E	-13928.243	eV
Kohn-Sham gap	9.17	eV
SMILES	[H]/N=C(\N=C(\N)O)C(C)(C)O

Positions of all 21 atoms, in Å:
1 C -0.265 1.020 0.120
2 H -2.909 0.387 0.279
3 H -0.295 -0.302 -2.332
4 H -0.345 2.924 -0.009
5 H -1.807 0.557 -2.031
6 H 0.735 -1.332 -0.313
7 N 2.800 0.028 1.691
8 H -1.800 -1.219 -2.110
9 H 2.437 0.203 2.618
10 N -0.802 2.071 -0.316
11 H -2.047 -0.471 1.583
12 O -0.187 -1.482 0.052
13 C -2.279 -0.468 0.519
14 H 3.331 -0.078 -0.577
15 C -1.242 -0.339 -1.794
16 O 2.367 0.023 -0.585
17 H 3.412 -0.773 1.627
18 C 1.872 0.180 0.685
19 C -0.989 -0.398 -0.291
20 N 0.816 0.861 0.908
21 H -2.803 -1.393 0.275

Quick look at the Mulliken charges, all values in e: C 0.28; H 0.37; H 0.32; H 0.27; H 0.37; H 0.38; N -0.57; H 0.38; H 0.25; N -0.70; H 0.39; O -0.67; C -1.69; H 0.31; C -1.54; O -0.48; H 0.23; C 0.52; C 1.60; N -0.44; H 0.43



Entry from OMol25: a 2-piece molecular cluster, C5H11N3O2 overall (wB97M-V/def2-TZVPD).

Summary:
energy above the lowest of the compared OMol25 structures with the same formula, charge and spin	42.6	kcal/mol
E	-13927.831	eV
Kohn-Sham gap	10.43	eV
SMILES	N#C[C@@H](N)CCNC=O.O

Positions of all 21 atoms, in Å:
1 H -0.011 1.379 0.710
2 O -1.488 2.471 -0.591
3 H -1.523 2.601 -1.692
4 N -0.068 1.905 -2.943
5 C 0.467 1.477 -1.976
6 C -0.123 -0.725 -0.990
7 N 0.923 1.185 0.349
8 H -1.529 -1.671 1.400
9 H 1.423 0.620 1.031
10 C 0.123 -1.802 0.071
11 C 0.103 -1.197 2.475
12 H -0.588 -1.074 3.332
13 H 1.197 -1.932 0.257
14 H -1.167 -0.384 -0.917
15 C 0.831 0.481 -0.920
16 H -0.922 3.041 -0.051
17 N -0.527 -1.543 1.345
18 H -0.262 -2.759 -0.305
19 O 1.314 -1.023 2.585
20 H -0.015 -1.179 -1.984
21 H 1.841 0.128 -1.185

Quick look at the Mulliken charges, all values in e: H 0.30; O -0.75; H 0.36; N -0.68; C 0.05; C -0.62; N -0.68; H 0.23; H 0.29; C -0.75; C -0.04; H 0.36; H 0.34; H 0.29; C 0.49; H 0.33; N -0.05; H 0.36; O -0.59; H 0.38; H 0.39



Entry from OMol25: one molecule with the formula C5H11N3O2S2 (wB97M-V/def2-TZVPD).

Summary:
energy above the lowest of the compared OMol25 structures with the same formula, charge and spin	59.7	kcal/mol
E	-35596.110	eV
Kohn-Sham gap (spin up / spin down)	6.62 / 6.62	eV

Positions of all 23 atoms, in Å:
1 H -1.436 1.990 -0.561
2 H -0.205 -2.135 3.333
3 C -1.004 -0.720 0.473
4 S -2.553 -0.599 -0.480
5 N -1.057 -1.610 1.520
6 C -0.367 2.126 -0.920
7 O -3.126 0.688 -0.162
8 H -1.514 0.446 -2.287
9 H 2.097 1.991 -1.245
10 H 2.180 0.335 -1.996
11 S -0.398 2.077 -2.722
12 N -1.966 -0.420 -1.981
13 H 0.945 -2.049 2.011
14 H 2.477 0.243 -0.430
15 H 0.239 -0.580 2.555
16 N 0.057 -0.110 0.035
17 H -1.923 -1.262 -2.553
18 H 0.014 3.086 -0.581
19 H -1.737 -2.353 1.284
20 O -3.277 -1.830 -0.433
21 C 0.412 0.948 -0.665
22 C 1.847 0.864 -1.127
23 C 0.039 -1.621 2.410

Quick look at the Mulliken charges, all values in e: H 0.15; H 0.32; C 0.37; S 1.03; N -0.16; C -0.38; O -0.60; H 0.09; H 0.29; H 0.27; S -0.42; N -0.22; H 0.31; H 0.36; H 0.30; N -0.33; H 0.21; H 0.43; H 0.31; O -0.67; C 0.38; C -1.21; C -0.82



Entry from OMol25: one molecule with the formula C5H11N3O4S (wB97M-V/def2-TZVPD).

Summary:
energy above the lowest of the compared OMol25 structures with the same formula, charge and spin	46.5	kcal/mol
E	-28856.372	eV
Kohn-Sham gap	8.20	eV

Positions of all 24 atoms, in Å:
1 H 3.612 -0.571 -2.045
2 H -2.309 0.087 -1.784
3 S 0.876 -0.432 0.409
4 O -1.974 2.959 0.442
5 O -2.661 -0.640 -1.244
6 H 2.821 -1.735 0.087
7 O 0.213 -1.438 1.212
8 H 3.234 0.591 -0.761
9 N -0.199 0.145 -0.699
10 H -3.731 0.733 2.300
11 H -2.191 -0.133 2.586
12 C 2.145 -1.240 -0.604
13 N -0.521 1.450 -0.455
14 H 2.076 0.313 -2.061
15 H -2.226 1.644 2.504
16 H 1.617 -1.969 -1.211
17 C -2.658 0.728 2.107
18 H 0.262 2.099 -0.339
19 C 2.816 -0.164 -1.423
20 C -1.630 1.829 0.213
21 H -2.627 -1.365 0.621
22 C -2.483 -0.461 0.038
23 O 1.458 0.681 1.127
24 N -2.426 0.693 0.670

Quick look at the Mulliken charges, all values in e: H 0.37; H 0.46; S 1.17; O -0.58; O -0.43; H 0.38; O -0.73; H 0.31; N -0.63; H 0.34; H 0.39; C -0.46; N -0.05; H 0.30; H 0.35; H 0.29; C -0.99; H 0.32; C -1.11; C 0.34; H 0.43; C 0.09; O -0.71; N 0.17